This record from OMol25 describes a cluster of 2 separate species, C2H8N2O in total. The level of theory is the ωB97M-V functional and the def2-TZVPD basis.

Output
ΔE to the lowest compared entry with this formula, charge and spin: 36.8 kcal per mole
E_HOMO: -9.4 eV
Lowest unoccupied orbital energy: 1.02 eV

Positions of all 13 atoms, in Å:
H (0.0480, -0.6473, -1.0583)
N (-0.8030, -1.0372, -0.6715)
C (-1.8291, -0.6330, -1.2835)
N (-3.0900, -0.9825, -0.8625)
H (-1.7974, 0.0140, -2.1673)
H (-3.8637, -0.8929, -1.4957)
H (-3.1050, -1.7558, -0.2142)
C (2.0138, 1.0965, 1.5637)
O (3.2720, 1.2462, 0.9464)
H (1.2495, 1.6073, 0.9709)
H (1.9330, 1.5198, 2.5603)
H (1.7027, 0.0521, 1.6390)
H (3.9504, 1.2527, 1.6236)



This record from OMol25 describes a cluster of 2 separate species, C2H8N2O in total. The level of theory is the ωB97M-V functional and the def2-TZVPD basis.

Output
ΔE to the lowest compared entry with this formula, charge and spin: 53.2 kcal per mole
E_HOMO: -9.2 eV
Lowest unoccupied orbital energy: 0.97 eV

Positions of all 13 atoms, in Å:
N (1.0943, 0.4290, -0.9590)
C (0.2492, -0.6316, -0.8369)
C (-0.5852, -0.7550, 0.1644)
N (-1.3238, -1.8596, 0.4507)
H (1.9622, -0.0007, -1.2462)
H (0.9436, 1.0306, -1.7797)
H (0.2929, -1.4684, -1.5891)
H (-0.6714, 0.1575, 0.7717)
H (-1.3803, -2.0078, 1.4374)
H (-2.3059, -1.4800, 0.3331)
O (0.7847, 2.0619, 1.3518)
H (0.2765, 2.8852, 1.4018)
H (0.6633, 1.6389, 0.4999)



This record from OMol25 describes a structure of composition C2H8N2O. The level of theory is the ωB97M-V functional and the def2-TZVPD basis.

Output
ΔE to the lowest compared entry with this formula, charge and spin: 114.1 kcal per mole
E_HOMO: -7.9 eV
Lowest unoccupied orbital energy: 0.66 eV

Positions of all 13 atoms, in Å:
C (0.0769, -0.5492, 0.2794)
C (-0.7196, 0.3352, 1.1807)
N (0.8929, 0.0030, -0.6199)
N (0.7609, 1.3298, -1.0485)
O (0.3579, -1.8003, 0.5969)
H (-0.6943, -2.0311, 0.0350)
H (1.4593, -0.6515, -1.1491)
H (-1.4505, -1.4582, -0.5658)
H (1.6616, 1.7922, -1.0177)
H (0.3855, 1.3581, -1.9908)
H (-1.5636, -0.2211, 1.5751)
H (-0.0739, 0.6499, 2.0090)
H (-1.0929, 1.2432, 0.7160)